{
  "formula": "C38H37BFeO5",
  "method": "ωB97M-V with the def2-TZVPD basis set",
  "homo_lumo_gap_ev": [5.5421, 6.1361],
  "spin_multiplicity": 5,
  "de_lowest_kj_mol": 139.4,
  "total_charge": 0,
  "homo_energy_ev": [-4.91, -7.08],
  "energy_ha": -3134.62613,
  "species": ["C", "C", "C", "C", "C", "B", "C", "C", "C", "C", "C", "O", "C", "C", "C", "C", "C", "O", "C", "C", "C", "C", "C", "O", "O", "H", "H", "H", "H", "H", "H", "H", "H", "H", "H", "H", "H", "H", "H", "H", "H", "H", "H", "H", "H", "C", "O", "C", "C", "C", "C", "C", "C", "C", "C", "C", "C", "Fe", "C", "C", "C", "C", "C", "C", "C", "H", "H", "H", "H", "H", "H", "H", "H", "H", "H", "H", "H", "H", "H", "H", "H", "H"],
  "xyz": [[0.952, 3.607, 5.740], [1.205, 2.348, 5.052], [1.877, 1.214, 5.430], [1.712, 0.219, 4.438], [0.951, 0.800, 3.430], [0.880, 0.565, 1.774], [2.207, -0.260, 1.654], [3.352, -0.035, 0.922], [4.170, -1.213, 0.997], [3.542, -2.055, 1.888], [3.794, -3.404, 2.366], [2.351, -1.488, 2.280], [-0.300, -0.188, 2.580], [-1.516, 0.158, 3.170], [-2.244, -1.034, 3.393], [-1.481, -2.086, 2.901], [-1.812, -3.472, 2.627], [-0.279, -1.602, 2.463], [0.632, 2.021, 1.311], [-0.516, 2.746, 1.056], [-0.185, 4.142, 1.042], [1.140, 4.215, 1.434], [2.098, 5.302, 1.496], [1.668, 2.938, 1.505], [0.578, 2.086, 3.885], [1.611, 3.701, 6.611], [1.120, 4.495, 5.116], [-0.077, 3.626, 6.126], [2.409, 1.064, 6.353], [2.187, -0.761, 4.450], [3.613, 0.868, 0.376], [5.082, -1.444, 0.447], [4.500, -3.904, 1.699], [4.256, -3.429, 3.364], [2.881, -4.011, 2.408], [-1.781, 1.164, 3.506], [-3.218, -1.069, 3.879], [-2.270, -3.951, 3.503], [-2.561, -3.518, 1.822], [-0.936, -4.047, 2.310], [-1.527, 2.377, 0.881], [-0.790, 4.999, 0.725], [1.656, 6.180, 1.018], [2.382, 5.637, 2.509], [3.018, 5.046, 0.955], [-3.575, -5.322, -1.221], [-2.173, -5.138, -0.926], [-1.687, -3.855, -0.984], [-0.309, -3.716, -0.703], [0.220, -2.478, -0.453], [-0.559, -1.306, -0.486], [0.105, 0.008, -0.340], [-0.042, 0.970, -1.436], [0.883, 2.094, -1.728], [0.451, 2.761, -2.928], [-0.692, 2.038, -3.440], [-0.928, 0.900, -2.589], [0.916, 0.844, -3.221], [1.346, -1.039, -3.738], [2.438, -0.426, -2.997], [2.833, 0.787, -3.705], [1.972, 0.890, -4.879], [1.073, -0.237, -4.900], [-1.921, -1.447, -0.835], [-2.469, -2.691, -1.137], [-3.778, -6.385, -1.083], [-4.179, -4.724, -0.528], [-3.781, -5.020, -2.256], [0.279, -4.632, -0.680], [1.300, -2.431, -0.295], [1.218, -0.121, -0.215], [1.675, 2.464, -1.081], [0.846, 3.689, -3.345], [-1.335, 2.339, -4.272], [-1.676, 0.135, -2.726], [0.934, -2.014, -3.507], [2.967, -0.867, -2.147], [3.690, 1.427, -3.444], [2.095, 1.622, -5.662], [0.393, -0.501, -5.702], [-2.563, -0.586, -0.946], [-3.499, -2.780, -1.492]]
}